This record from OMol25 describes a molecular structure, C56H59BClN5O2V in a non-equilibrium geometry. The level of theory is ωB97M-V with the def2-TZVPD basis set.

## Properties
Multiplicity: 3
Net charge: -1
Electronic energy, eV: -109461.7905
HOMO level (spin up / spin down), eV: -2.68 / -2.71

XYZ file:
```
125
Properties=species:S:1:pos:R:3:forces:R:3:mulliken_spin:R:1
V -1.359 1.259 -0.760 1.464 -0.678 -0.209 1.717
Cl 0.131 2.963 6.302 0.020 0.065 0.170 -0.001
C 0.123 2.153 4.762 0.106 -0.227 0.025 -0.015
C 0.453 0.810 4.697 -0.109 0.022 -0.246 0.041
C 0.465 0.231 3.433 -0.066 0.038 0.235 -0.016
C 0.100 0.895 2.284 0.033 0.514 0.443 0.092
O 0.109 0.183 1.085 -0.483 0.496 -0.187 -0.002
C -0.304 2.261 2.346 0.374 -0.825 0.452 -0.075
C -0.797 3.126 1.360 0.033 0.928 -0.124 0.181
N -1.350 2.900 0.164 0.132 2.851 1.383 -0.102
C -2.057 3.880 -0.431 -0.034 -0.690 -0.640 0.087
C -2.426 5.121 0.121 -0.353 0.964 0.402 0.014
C -3.413 5.913 -0.404 0.852 -0.164 0.843 -0.018
C -4.139 5.481 -1.543 -0.178 -0.604 -0.695 0.015
C -3.804 4.320 -2.129 -0.446 0.430 -0.139 -0.031
C -4.255 3.705 -3.407 0.078 0.207 0.064 0.001
C -4.835 2.379 -3.006 0.085 -0.250 0.192 0.005
C -4.127 1.581 -2.209 -1.243 -0.542 -0.205 -0.010
N -2.851 1.983 -1.797 -1.138 0.520 0.010 -0.021
C -2.642 3.501 -1.737 0.281 0.560 0.332 0.039
C -0.212 2.856 3.641 -0.017 -0.106 -0.395 0.035
H 0.698 0.249 5.582 0.074 -0.096 0.092 0.005
H 0.771 -0.794 3.338 -0.005 -0.285 0.020 -0.007
H -0.870 4.144 1.730 -0.026 -0.132 -0.074 0.007
H -1.966 5.458 1.038 0.030 0.063 0.019 -0.003
H -3.658 6.855 0.067 -0.005 0.002 0.093 -0.004
H -4.947 6.084 -1.936 -0.023 0.033 -0.112 0.000
H -4.968 4.299 -3.984 0.106 -0.014 0.068 0.000
H -5.833 2.122 -3.323 -0.066 -0.197 -0.016 0.000
H -4.484 0.616 -1.864 0.020 0.147 0.018 -0.010
H -0.465 3.900 3.733 -0.074 0.084 0.013 0.001
N -0.317 -0.217 -1.636 0.782 0.188 0.718 0.065
C 0.090 -0.583 -2.917 0.321 -0.390 -1.403 0.059
C 1.145 -1.465 -3.114 -0.161 0.200 0.205 0.012
C 1.535 -1.847 -4.385 0.224 -0.219 -0.140 0.006
C 0.824 -1.359 -5.478 0.118 -0.143 0.039 0.001
C -0.229 -0.502 -5.302 -0.066 -0.059 -0.081 0.002
C -0.644 -0.056 -4.020 0.000 0.322 0.465 -0.030
C -1.668 0.893 -3.838 -0.201 -0.480 0.690 0.064
C -2.450 1.259 -4.981 0.053 0.379 -0.271 -0.007
C -2.971 2.479 -5.168 0.036 0.035 -0.261 0.028
C -2.871 3.552 -4.143 -0.171 -0.026 -0.179 -0.010
C -1.803 3.306 -3.037 0.172 0.302 -0.038 0.041
C -1.714 1.829 -2.678 0.989 0.123 -1.706 -0.026
H 0.203 -0.711 -0.918 -0.330 -0.337 -0.362 -0.060
H -1.348 -0.321 -1.492 -0.247 -2.127 -0.863 -0.086
H 1.688 -1.857 -2.261 0.014 -0.036 0.176 -0.005
H 2.369 -2.518 -4.524 0.100 -0.044 0.035 -0.001
H 1.125 -1.633 -6.480 -0.001 -0.056 -0.089 0.001
H -0.732 -0.115 -6.173 0.001 0.096 -0.083 0.001
H -2.603 0.505 -5.745 -0.075 0.009 -0.090 -0.002
H -3.604 2.695 -6.020 -0.056 -0.070 -0.164 0.002
H -2.660 4.518 -4.616 -0.015 -0.007 0.070 0.000
H -0.893 3.886 -3.204 0.002 0.020 0.112 0.005
C -2.736 -0.286 1.566 -0.417 0.010 0.151 -0.003
C -2.886 0.822 0.511 -0.190 -0.849 0.305 -0.051
O -3.910 1.471 0.541 -0.814 0.148 0.449 0.036
H -3.724 -0.677 1.816 -0.059 -0.001 0.000 0.002
H -2.324 0.175 2.464 0.076 -0.053 0.132 0.005
H -2.086 -1.103 1.261 0.077 -0.041 -0.049 -0.017
C 5.055 -1.436 3.256 -0.238 0.002 -0.051 0.000
C 3.814 -0.537 3.274 0.100 -0.004 0.158 -0.001
C 3.664 0.100 4.656 -0.073 -0.012 -0.195 0.003
C 3.899 0.499 2.176 -0.155 -0.107 -0.011 -0.003
C 4.673 1.636 2.360 0.031 -0.012 -0.006 0.001
C 4.804 2.579 1.359 0.066 -0.007 -0.062 0.000
C 4.190 2.373 0.141 0.034 0.050 0.057 0.000
C 3.402 1.254 -0.083 -0.153 -0.186 -0.004 0.003
C 2.779 1.047 -1.439 0.002 0.119 -0.084 -0.003
C 1.820 2.179 -1.803 -0.008 -0.293 0.033 -0.013
C 3.852 0.867 -2.518 -0.202 -0.121 0.109 -0.001
C 3.236 0.330 0.954 0.228 0.514 0.060 0.003
N 2.387 -0.799 0.776 -0.244 -0.075 -0.047 -0.001
B 0.966 -0.917 0.941 0.394 -0.167 0.236 0.037
N 0.686 -2.332 0.769 0.024 0.267 -0.123 -0.005
C 1.905 -2.953 0.481 0.257 -0.013 -0.036 0.001
C 2.900 -2.052 0.483 -0.038 -0.229 0.033 0.000
C -0.421 -3.204 1.037 -0.533 -0.285 0.184 -0.010
C -0.573 -3.714 2.337 0.095 0.162 -0.041 -0.002
C -1.633 -4.565 2.613 0.037 -0.021 0.008 -0.001
C -2.528 -4.941 1.632 -0.019 0.014 0.000 0.000
C -2.334 -4.493 0.342 0.008 -0.009 0.115 0.000
C -1.278 -3.648 0.018 0.174 0.124 -0.022 0.003
C -1.074 -3.294 -1.433 -0.076 -0.049 -0.029 -0.008
C -0.692 -4.533 -2.248 0.089 0.268 0.068 0.001
C -2.311 -2.624 -2.043 0.239 0.058 0.097 -0.004
C 0.397 -3.406 3.453 0.008 -0.007 0.132 0.001
C 1.138 -4.664 3.916 0.026 0.226 -0.159 0.000
C -0.313 -2.763 4.647 0.108 0.062 -0.197 0.001
H 5.021 -2.130 4.096 0.041 -0.106 0.052 0.000
H 5.954 -0.830 3.344 0.121 0.042 0.015 0.000
H 5.111 -2.010 2.334 0.076 -0.054 -0.055 0.000
H 2.939 -1.165 3.088 0.053 0.035 -0.007 0.000
H 4.604 0.537 4.985 0.117 0.054 0.088 0.000
H 3.372 -0.656 5.384 -0.002 -0.051 0.104 0.000
H 2.901 0.874 4.635 0.063 0.039 0.104 -0.002
H 5.182 1.793 3.299 0.021 -0.007 0.128 0.000
H 5.396 3.467 1.526 0.061 0.062 0.011 0.000
H 4.322 3.091 -0.654 -0.017 0.117 -0.118 0.000
H 2.210 0.121 -1.407 0.024 0.052 0.002 0.006
H 2.345 3.127 -1.895 0.049 0.155 0.038 0.003
H 1.046 2.283 -1.038 0.050 0.164 -0.035 0.043
H 1.341 1.958 -2.755 -0.127 0.014 -0.078 -0.007
H 4.341 1.808 -2.762 0.086 0.155 0.021 0.000
H 3.385 0.478 -3.420 -0.020 -0.016 -0.152 0.000
H 4.612 0.160 -2.190 0.092 -0.079 -0.020 0.000
H 1.949 -4.010 0.300 -0.001 -0.140 -0.054 0.000
H 3.945 -2.194 0.279 0.133 -0.037 -0.032 0.000
H -1.743 -4.949 3.615 -0.066 -0.045 0.145 0.000
H -3.358 -5.591 1.873 -0.028 -0.028 -0.022 0.000
H -3.009 -4.813 -0.436 -0.063 -0.009 -0.146 0.000
H -0.225 -2.618 -1.500 -0.191 -0.076 0.028 -0.002
H -1.491 -5.271 -2.241 -0.074 -0.097 -0.014 -0.001
H 0.211 -4.989 -1.850 0.110 -0.134 0.029 0.000
H -0.493 -4.226 -3.273 0.006 -0.039 -0.150 0.001
H -3.063 -3.361 -2.322 -0.083 -0.079 0.049 0.000
H -2.026 -2.083 -2.946 -0.081 0.046 -0.045 0.003
H -2.766 -1.927 -1.335 -0.074 0.022 -0.083 -0.006
H 1.154 -2.717 3.070 -0.059 -0.039 0.043 -0.001
H 0.455 -5.373 4.382 -0.049 -0.076 0.023 0.000
H 1.895 -4.381 4.645 0.087 -0.073 0.113 0.000
H 1.631 -5.154 3.079 0.067 -0.091 -0.059 0.000
H -0.948 -3.485 5.155 -0.068 -0.088 0.056 0.000
H -0.930 -1.924 4.337 -0.071 0.073 0.023 -0.001
H 0.426 -2.402 5.359 0.053 0.059 0.176 0.000
```
Positions in Å, forces in eV/Å.